{
  "formula": "C57H112F2N4O15",
  "method": "ωB97M-V with the def2-TZVPD basis set",
  "e_homo_ha": [-0.338, -0.338],
  "s2": 0.755,
  "lumo_energy_ev": [-2.756, -6.623],
  "fmax_ha_per_bohr": 0.086,
  "multiplicity": 2,
  "total_charge": 1,
  "gap_ev": [6.43, 2.56],
  "energy_ha": -3785.8147,
  "elements": ["O", "H", "C", "H", "H", "C", "C", "H", "C", "H", "H", "C", "C", "C", "C", "C", "C", "H", "C", "H", "H", "H", "H", "C", "C", "N", "C", "H", "C", "H", "H", "C", "O", "C", "C", "H", "H", "O", "H", "H", "C", "C", "C", "H", "C", "H", "C", "N", "H", "C", "C", "O", "H", "H", "C", "H", "H", "C", "H", "H", "H", "C", "H", "H", "O", "C", "H", "H", "H", "C", "H", "H", "C", "H", "H", "C", "H", "H", "H", "O", "H", "H", "C", "H", "C", "H", "H", "H", "H", "C", "H", "H", "N", "C", "H", "O", "H", "C", "C", "H", "H", "H", "H", "H", "H", "H", "H", "H", "H", "H", "C", "H", "C", "O", "H", "C", "H", "H", "H", "H", "C", "H", "H", "H", "H", "H", "C", "H", "H", "H", "H", "H", "O", "H", "H", "C", "C", "H", "H", "H", "F", "H", "C", "H", "H", "H", "H", "H", "H", "C", "H", "O", "H", "H", "H", "H", "H", "O", "H", "H", "H", "O", "H", "H", "C", "C", "C", "N", "H", "C", "C", "H", "O", "H", "H", "H", "C", "H", "F", "H", "C", "H", "C", "H", "C", "O", "H", "C", "H", "O"],
  "positions_angstrom": [[0.400, 4.176, -1.195], [-0.615, 7.651, 0.834], [3.350, -4.865, -0.439], [7.039, 1.934, 2.466], [0.340, 1.365, 1.480], [-9.600, 0.811, 0.194], [0.555, 3.987, -4.719], [-4.610, -4.513, -2.806], [5.348, -3.805, 2.651], [-1.534, -5.552, -0.512], [5.026, 2.683, 1.068], [1.359, 5.065, -6.969], [-2.947, -3.756, 2.826], [0.282, -5.577, -3.369], [4.055, 1.951, 2.764], [0.442, 1.149, 0.417], [-1.535, 6.461, 4.043], [2.367, -5.239, -0.156], [-8.472, -0.157, -0.261], [6.319, -0.699, -0.215], [-2.340, -4.629, 2.588], [3.070, 2.041, 2.307], [-2.354, 6.757, 4.699], [-8.765, -0.610, -1.667], [-1.789, -3.026, -4.110], [-2.269, -5.305, -2.984], [-0.904, -3.574, -1.127], [-3.351, 0.172, 2.879], [-0.986, -5.774, -2.473], [-3.121, -3.917, 3.890], [7.880, -3.823, -0.618], [-2.884, 0.143, -5.709], [-2.224, -0.096, -3.425], [-1.720, 6.969, 2.602], [6.323, -2.661, 0.535], [0.463, 5.640, -7.201], [-3.258, -6.675, -3.612], [-2.768, 7.569, 2.307], [-4.475, -2.760, -2.763], [-1.374, 2.426, -4.652], [-4.979, -0.770, -0.327], [-0.670, 6.789, 1.500], [6.589, -3.339, 1.862], [-5.915, 2.311, -1.530], [-0.886, 1.028, -0.323], [-4.523, 3.264, 1.164], [-3.944, 1.082, 2.965], [5.289, 2.099, 4.903], [0.206, -6.153, -4.291], [7.707, 2.315, 4.851], [-1.131, -7.311, -2.147], [4.809, -2.679, -1.373], [3.144, -4.355, -1.380], [-1.163, -7.770, -3.135], [6.457, 2.925, 4.387], [2.700, 3.117, 5.552], [0.292, 6.781, 2.011], [-4.092, -3.660, -3.244], [-0.400, 4.506, -4.640], [7.660, 1.229, 4.772], [-5.569, -1.452, 0.284], [3.948, 1.938, 4.263], [-3.880, -3.697, 2.265], [7.029, 3.653, 2.472], [-2.619, -1.647, 1.665], [-2.268, 2.176, -4.080], [-0.758, 5.846, 0.960], [-4.860, 1.972, -0.211], [-9.419, 1.816, -0.187], [5.065, 2.892, 2.137], [-5.587, -0.817, -2.815], [-2.130, -2.044, -1.702], [-1.132, -1.970, 3.444], [-2.232, 2.346, -3.003], [2.113, 3.254, 3.956], [-7.571, -1.206, -2.442], [4.850, -5.509, 1.511], [0.536, 3.020, -5.221], [-4.323, 1.532, -1.817], [5.387, 3.582, -1.695], [-4.832, 0.873, 2.367], [4.000, -0.121, 4.757], [-6.426, -0.259, -2.400], [-0.225, -1.670, 2.919], [3.550, 2.380, -1.959], [5.154, -0.905, 1.170], [-0.659, -3.170, -0.145], [-1.424, -3.616, -4.950], [7.037, -2.623, 2.551], [5.773, 2.433, -2.202], [-3.167, 4.276, 1.451], [8.458, -2.252, 0.128], [-7.145, 0.550, -0.140], [4.351, -4.603, 1.855], [-4.394, 4.080, 2.705], [2.469, 5.411, -4.933], [2.866, 0.734, 5.745], [-2.365, 0.677, -4.379], [0.140, 3.025, -0.821], [-0.359, -7.813, -1.563], [-3.826, -0.348, -5.464], [-4.277, -3.679, -4.318], [4.926, -2.862, 3.001], [-9.230, 0.207, -2.218], [8.567, 2.798, 4.387], [-1.659, 0.547, 0.276], [-7.158, -2.146, -2.074], [-4.229, -0.378, 0.360], [6.890, -0.647, 1.376], [-2.948, -3.331, -0.831], [-2.579, -3.842, -3.063], [5.558, 5.003, 4.478], [-0.776, -5.065, -1.126], [-1.957, 2.190, 2.517], [-2.163, -0.454, -6.268], [-8.481, -1.332, 0.739], [1.424, 4.077, -7.426], [-2.051, -7.494, -1.591], [3.388, 1.986, -0.956], [7.803, 2.431, 5.931], [-5.983, 0.257, -0.967], [-0.536, 6.628, 4.444], [7.467, -2.409, -1.345], [7.194, -4.221, 1.652], [2.676, 2.173, -2.577], [5.561, 1.185, 6.496], [-2.255, -3.125, -1.647], [4.706, 3.917, 2.226], [0.896, 3.890, -3.688], [-1.360, -1.179, 4.157], [-2.430, -2.240, -4.509], [2.425, 0.247, 4.158], [-1.026, 2.436, -0.689], [3.504, -4.788, 2.515], [-7.824, -2.147, 0.434], [-5.198, 1.574, -1.168], [7.639, -2.797, -0.341], [-0.865, -2.571, -3.752], [-8.218, -1.029, 1.753], [-10.537, 0.383, -0.165], [1.229, 0.038, 0.255], [7.265, 4.968, 4.440], [-2.289, -2.387, 2.589], [3.631, 4.074, 4.312], [-9.494, -1.732, 0.696], [-9.495, -1.419, -1.672], [-1.727, 5.388, 4.016], [3.495, -2.011, 1.569], [2.138, -3.063, 1.601], [4.024, -3.913, 0.546], [-7.372, 2.006, 1.035], [6.890, 2.004, -2.401], [-4.492, -1.322, -1.131], [-0.780, 0.412, -1.217], [2.213, 5.630, -7.343], [-0.106, -3.194, -1.764], [5.663, -4.303, 3.568], [4.626, 1.749, -2.463], [-3.015, 0.984, -6.390], [-7.886, -1.555, -3.425], [4.993, -3.386, -1.996], [1.047, 2.183, -0.281], [0.193, -5.324, -0.699], [4.009, -5.726, -0.548], [3.043, 3.180, 4.519], [2.998, -2.790, 0.989], [6.465, 2.789, 2.824], [5.216, -3.290, -0.099], [0.476, -4.535, -3.624], [6.407, 4.405, 4.807], [-3.164, 2.295, 2.489], [-6.632, 0.622, -3.007], [-2.714, -6.023, -4.061], [3.891, 4.427, -2.892], [4.209, 0.918, 2.455], [-0.839, -2.764, 4.130], [4.001, 3.810, -1.999], [2.557, -2.245, 0.155], [3.509, 4.434, -0.975], [-3.152, 2.626, -4.530], [1.569, 4.817, -5.515], [6.256, 4.380, 5.886], [-3.819, 3.554, 1.943], [-4.290, 1.318, 3.972], [6.137, -1.143, 0.763], [-6.964, 1.142, 1.125], [-9.811, 0.824, 1.263], [3.252, 0.671, 4.728], [1.125, -5.861, -2.738], [5.199, 2.051, 6.296]],
  "forces_ev_per_a": [[-1.1958, -3.7758, 0.6186], [-0.5781, -0.2026, -0.0655], [0.1923, 0.0528, -0.1053], [-0.2789, -0.3560, 0.2993], [0.1482, 0.0723, 0.0232], [0.0518, -0.3849, 0.1523], [1.2085, 0.2726, -0.2485], [-0.0414, 0.0097, 0.0896], [0.5516, 1.2267, -0.0218], [-0.1486, 0.3335, 0.5565], [0.6935, 0.0371, -0.0739], [0.8695, -0.3921, -0.3173], [-0.1766, 1.1515, 0.1904], [-0.7518, 0.1947, 0.4763], [0.4039, -1.7510, -1.0332], [-0.3714, -1.1668, -0.4709], [-0.3104, -0.5619, -0.9170], [0.0882, 0.0901, 0.6935], [-0.4340, 0.5908, 1.2999], [-0.7174, 0.3954, -0.0862], [0.2305, 0.3052, -0.6289], [-0.2774, 0.7574, 0.2631], [0.2860, 0.8174, -0.1524], [0.5110, -1.1912, -1.2168], [0.0777, -0.3859, -0.7025], [0.2814, 1.8716, 2.3296], [0.5250, -0.1068, -0.4414], [0.2884, 0.4033, 0.4495], [1.2774, -0.2333, 0.6051], [-0.3017, 0.3373, 0.1292], [0.1802, -0.3179, 0.8751], [0.7873, 1.4089, -0.1163], [0.0544, 0.7902, -1.2056], [-2.2858, 1.5694, -0.7572], [1.5568, 1.3005, 0.1308], [-0.2350, -0.4853, 0.0628], [-0.2965, -0.2985, -0.4688], [1.7506, -1.2591, 0.6939], [0.2088, 0.1577, -0.2620], [-0.0842, 0.8329, 0.3498], [-1.1076, -0.3923, 0.7331], [0.6816, 0.1346, 1.5054], [-0.7074, -1.2444, 0.7124], [0.2041, 0.2189, -0.4348], [1.1406, -0.0300, 0.1515], [-0.2732, -0.0642, 0.1346], [-0.7699, 0.4452, -0.4608], [0.1963, -0.7964, -1.6641], [0.2140, -0.0892, 0.0973], [0.8549, -0.6727, 1.7687], [-0.2425, 0.7678, -0.9835], [0.5432, -0.0838, 1.6419], [0.3509, -0.1395, -0.1131], [-0.1917, -0.5372, 0.2078], [-2.7282, 0.0654, -1.8580], [0.2988, 0.5982, 0.2998], [0.2813, -0.3001, -0.1143], [0.3136, -0.9323, -0.7271], [-0.1243, -0.1974, -0.5427], [0.3245, -0.0147, -0.7643], [0.1732, -0.4207, -0.1153], [-0.9493, 2.3290, -0.2809], [0.0228, -0.5677, 0.0754], [0.2110, 0.0507, -0.0516], [-0.3363, -0.8951, 0.7206], [-0.2599, -1.6118, -1.2189], [-0.1802, 0.0710, -0.0392], [0.1082, -0.3197, 0.0076], [-0.3899, 0.0144, -0.1003], [0.0324, -0.1738, 0.8343], [0.3730, 0.6378, -0.0249], [-0.7283, 0.1505, -0.7313], [0.5576, -0.6094, 1.4294], [0.3801, 0.0651, -0.2553], [0.1377, -0.4377, -0.4453], [-0.4343, -0.2567, 0.8109], [-0.0697, -0.6285, 0.6272], [-0.5910, -0.1170, 0.1548], [-0.2693, -0.5356, -0.1351], [1.0521, 2.1700, -0.0209], [-0.2184, 0.3687, -0.0215], [0.1410, -0.1922, -0.0577], [0.4493, 0.6427, 0.0306], [-0.3254, 0.0608, -0.4503], [-2.0360, 0.3415, -0.2018], [0.0339, 0.1341, -0.2136], [-0.2886, 0.0729, 0.1946], [-0.4475, -0.4003, -0.1255], [0.7758, -0.2430, -0.3632], [1.1827, -1.9403, -0.6430], [0.4835, -0.3020, 0.3983], [0.0493, -0.2455, -0.0377], [-0.6343, -0.7732, 0.9747], [1.7159, -0.3428, -0.4355], [-0.0391, -0.0561, 0.1302], [-0.5097, -1.0212, -0.3240], [0.1114, 0.3080, 0.1282], [-0.8281, -0.9114, 2.5300], [1.6730, 2.7544, 0.5402], [0.4518, 0.6071, -0.1207], [0.1519, -0.2247, -0.4262], [-0.5045, 0.2064, 0.0115], [-0.6091, 0.0003, 0.1454], [0.2415, 0.1002, -0.2002], [0.0702, -0.3680, -0.0966], [-0.3791, 0.9850, 0.1118], [-0.5411, -0.2473, 0.8928], [-0.1393, 0.4293, -0.2890], [0.1474, -0.5008, 0.3697], [-0.6128, -0.2737, -0.3309], [0.5970, 1.0347, 1.8660], [-0.2866, -0.4459, -0.5234], [-0.2060, -0.8115, 0.2910], [0.2385, 0.3979, -0.0920], [-0.1167, -0.6082, 0.5618], [0.3844, -0.4178, -0.2298], [-0.6094, 0.0579, -0.5536], [-0.2506, 0.0861, -0.1970], [-0.3190, 0.6528, 0.2524], [0.1675, 0.4279, 0.1843], [1.6471, 0.0445, -1.1346], [-0.1640, 0.0519, 0.0365], [-0.1358, 0.7415, 0.1365], [0.4058, 0.0766, 0.3162], [-0.0291, 0.0063, 0.0137], [0.0320, -0.1000, 0.2951], [1.1102, -0.9723, -0.1730], [-0.0033, 0.1606, 0.1127], [0.1922, -0.1135, -0.1095], [-0.4251, 0.4127, -0.3501], [0.2102, -0.0400, 0.1136], [0.0010, 0.6589, -0.6261], [-2.9433, -0.4733, -0.6746], [-0.2864, -0.3200, -0.6293], [0.1243, 0.0755, -0.0738], [-0.8040, 0.7972, 0.7235], [-1.3244, -0.0935, -0.4325], [-0.2214, 0.1427, 0.4523], [-0.1476, 0.0603, -0.1086], [0.0632, 0.2944, -0.5874], [-0.3135, 0.2224, 0.1623], [0.3385, -0.2309, 0.5198], [0.7714, 0.1388, -1.0892], [-0.2214, 0.0841, 0.3017], [-0.0279, 0.0872, 0.2397], [-0.3815, 0.2510, 0.5747], [0.5411, -0.4303, -0.2293], [0.2026, -0.1174, 0.0563], [0.0799, -0.8099, 0.0576], [-2.1540, 2.4841, 0.8666], [-0.4103, 0.6412, 0.1799], [-2.1111, 1.0631, 0.5145], [0.0110, 0.1321, 0.1525], [0.1591, 0.2149, -0.2325], [-0.0419, 0.0360, 0.1104], [0.0960, 0.2253, -0.2091], [0.0571, -0.2731, -0.1086], [2.7232, -2.8583, -2.0348], [-0.5711, 0.0970, 0.0529], [0.0518, 0.7635, -0.3181], [0.1678, -0.0269, -0.1604], [1.7193, 1.0576, -0.0505], [0.0712, -0.2973, -0.1471], [-0.0270, -0.0741, -0.4625], [0.0799, -0.2018, 1.2661], [0.0613, 0.8388, -0.7307], [-0.8727, 0.8032, -0.5443], [-1.4280, -1.8622, -1.5624], [-0.2748, 0.0783, -0.0528], [-0.8207, -0.1494, 0.2918], [0.9573, -0.3760, -0.4769], [0.0974, 0.0792, -0.1012], [-0.3601, -0.3912, -1.2568], [0.0012, -0.3001, -0.2628], [1.0228, -0.3363, -0.1849], [0.0631, -0.3467, -0.1793], [0.8046, -1.0577, 0.3083], [0.1883, -0.1087, -0.3749], [-1.1243, 1.9543, 2.0292], [0.1683, 0.4053, -0.0609], [0.1193, 2.0610, 1.7680], [0.6981, 0.3825, 0.2003], [-0.5684, -0.2261, -0.1152], [0.0470, -0.3582, 0.1968], [0.0525, 0.1739, -0.7906], [0.5878, -1.2137, -2.0705], [0.7308, 0.1813, 0.1670], [0.6034, -0.8778, 0.9906], [0.1670, -0.4299, -0.3455], [-0.0347, 0.3843, 0.3357]],
  "mulliken_charge": [-0.58, 0.33, -2.38, 0.25, 0.42, -1.85, -0.42, 0.51, -0.27, 0.37, -0.24, -1.22, -1.60, -1.74, 0.09, -0.02, -0.89, 0.36, 1.49, 0.52, 0.33, -0.02, 0.33, -1.32, -1.64, 0.50, -0.44, -0.42, 1.59, 0.49, 0.46, -1.33, 0.01, 0.80, 1.67, 0.32, 0.36, -0.58, -0.09, 0.06, -0.30, -0.64, -1.41, 0.77, 0.63, 0.03, -0.08, 0.43, 0.40, -1.99, -2.05, -0.51, 0.66, 0.52, 1.71, 0.36, 0.33, -1.61, 0.47, 0.42, 0.39, 2.14, 0.29, 0.50, -0.07, -0.75, -0.10, -0.14, 0.47, 0.04, -0.19, -0.43, -0.93, -0.01, 0.32, -0.86, 0.36, 0.25, 0.06, -0.33, -0.13, 0.45, -0.69, 0.06, 0.36, 0.02, 0.46, 0.31, 0.43, 0.66, 0.02, 0.36, 0.70, -1.07, 0.47, -0.54, 0.33, 0.79, 0.23, 0.33, 0.24, 0.40, -0.02, 0.42, 0.39, -0.64, 0.25, -0.24, 0.49, 0.51, 2.19, 0.32, -1.34, -0.51, 0.32, -1.80, 0.34, 0.41, -0.11, 0.42, 2.46, 0.36, 0.44, 0.37, 0.10, 0.34, -0.45, 0.37, -0.06, 0.30, 0.12, 0.26, -0.19, 0.42, 0.38, -2.01, -1.93, 0.33, 0.42, 0.47, -0.19, 0.46, 0.84, 0.31, 0.49, 0.55, 0.07, -0.14, 0.58, 2.30, 0.35, -0.58, -0.75, 0.17, 0.34, 0.18, 0.45, -0.43, 0.43, 0.55, 0.35, 0.18, -0.04, 0.38, -1.85, -1.90, -1.33, 0.23, 0.31, -1.74, 0.96, 0.54, -0.49, 0.26, -0.66, 0.48, 0.34, 0.39, -0.22, 0.45, 0.44, 0.38, -0.79, 0.55, -1.69, -0.30, 0.37, -1.89, 0.41, -0.52]
}